128
Properties=species:S:1:pos:R:3 method="wB97M-V/def2-TZVPD" charge=0 homo_lumo_gap_ev=8.8 homo_ev=-8.55 lumo_energy_ev=0.27 smiles="C=Cc1cc2c(cc1CCCOC(C)=O)Nc1ccc(S(C)(=O)=O)c(CCCCCCCCCCCCOC)c1S2.NC(N)=O.NC(N)=O.NC(N)=O.NC(N)=O.NC(N)=O"
H 6.30396 1.96263 -2.79065
H 4.10104 3.32781 -2.78419
H -8.08116 4.74598 1.37231
H -0.43578 1.04405 -3.10023
C 2.00274 -1.99041 4.26011
C -0.53066 0.63151 -0.92970
H -5.11931 -0.36832 2.17051
H -3.00143 0.93692 -0.90726
H 5.75998 1.28917 -1.21302
H -13.12542 -2.55500 3.97568
C 4.95248 -1.89179 -2.97971
H -12.44017 -1.32055 2.97878
C 3.41763 -2.62422 4.48617
H 6.00653 -4.36688 0.00329
O 3.64187 -0.67422 -5.58042
C 5.65097 -0.88774 1.88510
C -0.09623 1.49424 -2.16089
C 3.44277 -3.76681 -3.22999
H 3.89216 -2.24827 5.38936
H 5.17445 3.64201 -1.39768
H 2.07886 3.66742 -2.06845
H 3.33570 -5.14899 -1.57612
S 6.48379 -1.62620 -0.65734
H 0.85706 -0.45685 5.21728
H 3.53876 3.20881 0.04500
H -1.00723 1.27689 -0.18562
O 1.90547 0.39852 3.65969
H 3.54889 1.53054 -0.46028
H -1.29290 6.99787 3.41400
C 1.78338 -2.63518 -5.54830
H 6.57959 -0.49156 -2.98306
H 2.20945 0.13436 -7.93376
H 3.95378 0.13517 -2.23331
H 4.05305 0.96726 -3.75662
C 4.30033 -3.27707 2.23732
H -0.53275 2.49565 -2.05936
N -10.27814 -2.54984 2.49486
C 4.95787 -1.13070 3.05638
O -3.36399 0.09546 1.25560
C 4.25206 -2.32028 3.23815
C 3.78610 -4.25554 -1.99578
C 5.59449 -0.59072 -3.44967
C -4.63168 0.52053 1.74292
C 2.54020 2.74690 3.25316
H -7.43792 2.71866 0.37081
H 1.78163 -1.96867 3.18475
N -7.44616 -4.21758 2.24469
C -8.40752 2.85684 2.22524
N 0.33649 -0.51102 -9.52368
N 1.83293 0.89223 -8.47040
N -12.36812 -2.22251 3.40898
H 1.74952 1.62921 -3.26699
H 5.71410 -0.58189 -4.53253
O -7.21181 -2.03249 1.71332
H 3.76025 -4.21521 2.35265
O 0.38503 1.70259 -10.01588
C -11.28284 -3.04372 3.27320
C 0.82308 0.76219 -9.37928
H 1.21612 -2.58191 4.74094
O 1.16492 2.03613 5.04063
H -0.54986 5.48062 3.78029
N 5.02178 -4.08454 0.06032
H 5.98354 -1.36682 5.42945
C 5.60588 -0.35671 5.26897
C 4.67098 0.56591 -2.94662
O 0.88256 5.37907 1.75611
H 1.23422 -2.40655 -4.62916
O 4.25508 -2.87243 -6.29374
H -5.56159 -3.70865 3.85838
N -8.44903 4.22274 2.14330
C 2.00106 2.80034 -1.40165
H 4.54603 0.90932 4.00033
N -5.85844 -2.92737 3.30575
H 2.69939 -4.28845 -3.82489
H -5.40551 -2.04138 3.43324
C 1.81085 1.68839 4.06371
O -8.86234 2.24529 3.17366
H -0.69272 8.12167 1.43606
C 5.29249 -2.40986 -1.73889
C -6.85690 -2.99274 2.38007
H 2.02898 3.70702 3.29839
H -0.40632 -0.64432 -10.18387
H 2.21528 1.81006 -8.34003
H 0.34859 0.18827 -0.44289
H -1.22287 -1.38239 -0.65971
C 3.42227 2.55835 -0.83223
S 3.49553 -2.09228 -5.34910
C 5.64515 -1.85235 0.90854
H 1.30925 2.98266 -0.56905
H -4.50178 1.29045 2.50750
N -7.81711 2.23329 1.16108
H 6.19789 0.03490 1.70760
H 1.37143 -2.14848 -6.43304
H -9.46614 -3.12664 2.37863
H 2.75690 2.41230 2.23373
C 1.45351 1.60112 -2.20870
H -1.26773 -0.89041 -2.35513
H -7.76882 1.22962 1.18680
C 4.99681 -3.05480 1.07211
C -2.95364 -0.13693 -1.11601
C 5.43179 1.66779 -2.19028
O -11.21898 -4.13786 3.80971
H -8.87548 4.71346 2.90676
H 1.89411 0.68546 -1.79282
H 2.61067 -0.25308 5.48395
H 3.51185 2.88797 3.75258
C 4.53776 2.88748 -1.88060
H -4.60596 -1.04045 0.00771
C 0.10892 6.27870 2.03200
H -7.18597 -5.02855 2.77319
H 3.25401 -3.70646 4.48872
H 5.71753 0.35753 6.08193
H 0.48067 7.40910 0.38626
H -8.18269 -4.29714 1.56813
C 4.99793 -0.07085 4.12072
C 1.84648 -0.54320 4.75511
C 4.02044 -2.61108 -3.71706
H 1.78210 -3.71991 -5.67879
C 4.70812 -3.55865 -1.24460
C -3.54327 -0.80927 0.15467
C -1.46241 -0.54842 -1.33250
H -3.56908 -0.35978 -1.99567
H -10.30608 -1.65527 2.04394
H 0.68243 -1.30026 -9.01356
N -0.06261 7.37112 1.22847
N -0.65101 6.26932 3.16761
H -5.29679 0.87346 0.94093
H -3.00734 -1.73383 0.40348

***

8
Properties=species:S:1:pos:R:3 method="wB97M-V/def2-TZVPD" charge=0 homo_lumo_gap_ev="8.2 / 9.3" homo_ev="-9.32 / -9.83" lumo_energy_ev="-1.08 / -0.57" de_lowest_kj_mol=579.2
C 0.50936 -0.81475 0.16464
C 1.66990 1.46224 0.04388
F 2.93357 1.07143 0.29485
H -0.28924 1.25561 -0.17654
C 0.60865 0.77073 -0.07309
H -0.62362 -0.93556 0.26362
N 1.39201 -1.59170 -0.05266
O 2.54521 -1.88682 -0.33846

***

61
Properties=species:S:1:pos:R:3 method="wB97M-V/def2-TZVPD" charge=-1 homo_lumo_gap_ev=7.2 homo_ev=-5.15 lumo_energy_ev=2.00
C -8.67184 3.01518 0.03460
N -9.05346 2.29931 -0.94397
C 4.83270 -1.92857 1.79202
C 4.94362 -3.43020 -0.12918
H -8.76243 4.08225 0.15272
H 6.81174 -2.83843 1.46990
O 0.94361 3.23407 -0.98479
C -0.64109 0.93124 2.18421
H -5.31728 -0.56642 -0.64259
H 4.11312 5.38328 -2.61237
H -5.61124 -2.23733 -1.05253
C 6.20227 -2.38794 2.24913
H -0.79217 0.46879 3.16071
H 5.46618 -5.51175 -0.30108
H 1.11532 -1.91071 1.73508
H 6.73272 -1.52130 2.63552
C 1.65985 4.17788 -3.03909
H 1.58344 5.24967 -2.85866
O -8.08011 2.30279 1.01864
N -8.70641 0.98401 -0.62257
H 0.29734 0.32329 -1.46616
C 4.82561 4.67241 -2.19350
H 1.47847 -1.62528 0.04809
O 4.23019 -1.07644 2.37961
O -1.42835 -2.90099 -0.11924
C -5.68431 -1.51032 -0.23985
H 4.37246 -3.40962 -1.05607
N -3.27551 -1.33314 0.73331
C 4.98539 -4.84377 0.41481
H 4.02471 2.88651 -3.14276
H 0.30885 1.47814 2.23283
S -1.83045 -1.99502 0.95456
C -7.13005 -1.43694 0.21662
H -0.47840 1.67360 -0.63316
O -1.64518 -2.52021 2.30548
H 0.72051 3.82545 -3.45741
H 2.44457 3.99529 -3.76873
C 1.86102 3.48279 -1.71126
O -5.21386 -1.78581 2.30331
C 4.25409 3.26962 -2.14680
O 3.11259 3.17951 -1.29677
H 2.00969 -0.41587 1.28383
H -1.41482 1.67511 1.98532
H -7.76750 -1.16968 -0.62517
H -7.46021 -2.40556 0.59030
H 5.73067 4.69385 -2.80193
Si -0.43792 -0.31113 0.80037
O 4.24876 -2.53873 0.74049
S -7.43268 -0.20823 1.51902
H 5.07213 5.00792 -1.18620
H 6.07029 -3.10657 3.05714
O -4.52156 -3.57591 0.79302
C -8.12964 1.03651 0.53062
S -4.59523 -2.14839 1.03934
H 5.94006 -3.04696 -0.36039
C 1.23894 -1.12214 0.98709
H 5.53216 -4.89761 1.35644
C -0.55127 0.60114 -0.83719
H 3.97217 -5.19871 0.60094
H 4.97976 2.58744 -1.70635
H -1.48206 0.39862 -1.36937

***

33
Properties=species:S:1:pos:R:3 method="wB97M-V/def2-TZVPD" charge=0 homo_lumo_gap_ev=8.3 homo_ev=-8.47 lumo_energy_ev=-0.17 de_lowest_kj_mol=1566.9
C -3.48447 0.43278 0.20036
C 4.83533 1.88317 -0.08834
O -4.97147 2.06453 -0.42812
H 2.81595 2.03949 -0.21993
O -3.28316 2.78123 0.49090
H -6.13443 -1.40917 0.12592
C -2.18953 -1.96724 -0.03398
H -1.88585 -2.95897 0.08706
O 0.76077 1.21874 -0.09251
H 0.27409 -1.81803 0.08309
N 2.19198 -0.63468 -0.05656
C 3.63869 1.22684 -0.07572
H 4.35197 -1.76610 0.40164
H -6.13570 0.19907 0.55910
H -1.46508 1.53438 0.14898
C 3.38087 -0.01708 0.14769
H 4.97853 3.17513 -0.52796
H 6.91952 1.62180 0.07664
C -3.45744 -1.70935 -0.06597
C -4.08469 -0.56376 -0.03316
C 4.53630 -0.79609 0.03807
C -5.67704 -0.46834 0.02011
C -2.06523 0.35586 0.13216
C -1.39152 -0.98849 -0.10440
C 0.97879 -0.23072 -0.11569
H 2.27042 -1.80498 0.18897
N -3.93974 1.92437 -0.05414
C 5.81602 -0.18592 0.20351
H -4.19623 -2.72660 -0.00412
N -0.14542 -0.91308 -0.01966
H 6.70777 -0.75570 0.22618
C 6.10051 1.24242 -0.12766
H -6.05052 0.01451 -1.08248

***

42
Properties=species:S:1:pos:R:3 method="wB97M-V/def2-TZVPD" charge=0 homo_lumo_gap_ev=3.0 homo_ev=-6.19 lumo_energy_ev=-3.20 de_lowest_kj_mol=163.4
C -3.72429 3.18854 -2.32811
C -2.14314 -3.46618 3.56559
C -2.04512 -3.94599 4.86115
C -1.02926 2.20719 -2.15515
H -1.94848 -2.30661 1.11725
H -0.73379 -4.77250 6.38132
C -2.62572 4.04286 -2.32457
H 1.26265 -4.82971 4.88654
H 2.50598 0.26869 -2.09643
C 4.24152 3.20101 -2.33975
H 1.04056 4.35028 -2.14814
H 2.23887 -3.15464 0.52237
H -0.51951 4.34298 -2.25321
H 4.82265 1.12631 -2.30917
C 0.25021 -3.93965 3.21534
C 1.83017 3.61493 -2.20349
H 2.29501 -4.41426 2.67411
C -2.16667 1.33503 -2.16002
C 0.26140 1.60663 -2.04578
C 0.16835 -2.52171 0.72293
H 5.25181 3.59810 -2.40401
C 0.30766 -4.44265 4.52900
C 1.38640 -3.90137 2.34969
F -2.85829 5.39912 -2.38873
C 3.98460 1.82257 -2.27824
C -1.31123 3.60720 -2.25059
H -1.97855 0.26230 -2.07283
C 3.14304 4.05324 -2.30796
C -3.46273 1.81063 -2.25865
F 3.37066 5.41046 -2.36963
C -1.01527 -2.72853 1.48605
H 0.26493 0.52701 -1.95138
C -0.80978 -4.41922 5.35418
C -0.99566 -3.38117 2.73114
H -4.73507 3.58267 -2.38164
H -2.92305 -3.95474 5.50694
C 2.68985 1.34244 -2.17225
H -3.09377 -3.11545 3.16122
S 0.19422 -1.51263 -0.59991
C 1.55089 2.21242 -2.14525
C 1.35821 -3.21887 1.15727
H -4.30022 1.11326 -2.27719

***

70
Properties=species:S:1:pos:R:3 method="wB97M-V/def2-TZVPD" charge=-2 homo_lumo_gap_ev=6.4 homo_ev=-1.79 lumo_energy_ev=4.57 de_lowest_kj_mol=78.0
C -4.21750 -2.07377 -0.50422
C 1.07379 -1.56909 -4.35963
H -1.72044 -3.57636 -0.80608
H -4.17482 -2.93840 0.14437
N 0.65508 -1.42019 -1.96595
N 4.66720 -0.86347 -0.35963
O 0.98728 -1.74328 1.20135
C -1.63197 5.22143 2.35331
C -5.40893 -1.78518 -1.14607
C -0.54807 -2.24539 -2.02059
C -5.46561 -0.68474 -1.98882
C -2.08243 -1.87699 1.42046
H -2.69261 -2.77431 1.62163
C -1.78212 4.15492 1.50153
C 0.94925 -0.77717 -3.22409
H 1.73505 -2.46261 -0.50633
C 3.90681 -0.11683 0.10113
C 1.87488 -2.72647 3.10818
H 3.31017 -1.64575 4.24231
H -6.27333 -2.41923 -0.99228
H 1.61172 -6.10545 2.99096
C -0.07655 2.91953 2.69385
H 0.83207 3.99835 4.29608
O -1.18298 2.05359 0.73076
H -2.50648 4.18571 0.70053
C 1.82986 -2.17303 -1.54818
C 1.27629 -1.54500 2.41940
C 1.74215 0.29212 -5.68216
C 1.23717 0.59401 -3.32027
C 1.61830 1.09777 -4.57421
H -2.57544 -1.00734 1.85488
H -0.50738 6.04381 3.99437
H 3.55284 -5.91739 4.51718
H -0.27001 -2.91951 0.00528
H -1.31560 -1.68320 -2.55687
S 1.23332 1.74687 -2.01999
C 1.99623 -5.12999 3.26918
C 0.09020 4.04546 3.50663
C 1.47489 -1.06507 -5.58113
C -0.66286 5.18786 3.34991
H 0.58702 -4.07132 2.05794
H 0.88253 -2.63003 -4.27684
H 1.59228 -1.72153 -6.43563
H -2.25918 6.09992 2.24278
S 2.89550 0.96188 0.78641
C -3.13068 -0.18308 -1.53110
C -1.09977 -2.66889 -0.65397
C 3.07487 -5.02295 4.13328
S -1.77414 0.82353 -1.87096
C 1.41179 -3.99057 2.75271
H 4.39073 -3.67892 5.16260
C 3.54548 -3.76810 4.48980
N -1.86756 -1.62747 0.00877
N 0.47415 0.57347 2.54032
C -0.99489 2.98277 1.60505
H -6.38962 -0.44830 -2.50357
H 1.35439 1.84651 3.88937
H 1.97825 -3.06805 -2.16869
H 1.82388 2.15660 -4.64004
H 2.05975 0.71415 -6.62747
H -1.12279 -2.00268 1.91412
N 1.12004 -0.47185 3.14016
C -4.34768 0.09581 -2.17412
H -0.35258 -3.17326 -2.58415
C 0.64804 1.73420 3.05763
C 2.94652 -2.62729 3.98504
Bi 0.18541 0.35354 -0.05172
H 2.71081 -1.53881 -1.62486
H -4.37301 0.94915 -2.83575
C -3.08106 -1.29823 -0.67372

***

12
Properties=species:S:1:pos:R:3 method="wB97M-V/def2-TZVPD" charge=0 homo_lumo_gap_ev="8.2 / 8.2" homo_ev="-8.48 / -8.48" lumo_energy_ev="-0.24 / -0.24" de_lowest_kj_mol=664.8
C 0.91775 0.28158 0.02078
N -0.98280 -1.07217 -0.41826
N 0.90528 -0.44006 1.24036
C -1.26739 0.39960 -0.28291
H 0.33061 -0.73949 -2.09532
H 1.77135 0.81176 -0.43317
C -0.27122 1.06579 0.40662
H -0.31153 1.88774 1.11554
H -0.28181 -1.22148 0.74049
H -2.26595 0.78485 -0.48407
H 1.46101 -1.28475 1.29034
C 0.02144 -0.45577 -1.07723

***

Number 1: largest force on an atom 2.0 eV/A. Number 2: largest force on an atom 7.2 eV/A. Number 3: largest force on an atom 0.9 eV/A. Number 4: largest force on an atom 18.3 eV/A. Number 5: largest force on an atom 2.7 eV/A. Number 6: largest force on an atom 1.3 eV/A. Number 7: largest force on an atom 1.4 eV/A.